# 1
C17H25N2Ru | ωB97M-V with the def2-TZVPD basis set

CARTESIAN COORDINATES (ANGSTROEM)
C 0.41 -0.42 -4.06
H -0.17 2.65 -2.60
N -0.17 0.19 4.52
H -1.87 0.95 -4.55
C 1.75 1.46 -0.76
C -1.78 0.57 -3.52
H -2.15 0.36 5.25
C -1.08 -1.68 -1.41
C 2.04 0.14 -1.36
C -2.10 -0.97 0.57
C 2.16 -0.03 0.95
H 0.83 -0.61 6.15
C 0.23 1.97 -3.36
H 1.91 -0.16 4.79
C -1.15 0.77 5.44
H 0.13 -0.19 -5.10
N -0.41 0.71 2.10
H 1.32 2.03 -3.33
H -0.94 -2.32 1.89
H -2.83 -0.53 1.25
H -2.90 -0.28 -1.40
H 2.44 -0.41 1.93
C -2.10 -0.76 -0.84
C -0.40 -2.27 -0.27
H 0.12 -1.45 -3.85
H 2.34 -1.85 -0.35
H 1.74 2.41 -1.30
C 0.94 -0.60 5.06
H -0.83 0.52 6.46
H -2.36 1.23 -2.87
H 0.91 -1.63 4.68
H 1.87 2.15 1.35
H -0.11 2.33 -4.34
Ru -0.01 0.07 -1.25
C 1.88 1.32 0.65
H -2.23 -0.43 -3.50
C -1.09 -1.89 0.91
H 0.42 -2.98 -0.35
H -1.10 -2.08 -2.41
H -1.19 1.86 5.32
C 2.15 -0.78 -0.25
C -0.30 0.57 -3.14
H 1.49 -0.35 -3.97
C -0.27 0.44 3.24
H 2.47 -0.01 -2.34

Output
HOMO level (alpha / beta) = -10.435 / -11.317 eV
Expectation value of S² = 6.047
HOMO-LUMO gap (alpha / beta) = 7.0 / 6.2 eV
Spin multiplicity = 5
LUMO level (alpha / beta) = -3.451 / -5.150 eV
Total charge = +1


# 2
C17H25N3O3 | ωB97M-V with the def2-TZVPD basis set

CARTESIAN COORDINATES (ANGSTROEM)
C 4.25 0.00 -0.72
H 1.50 1.61 -4.71
H -4.18 1.00 5.05
H 4.90 -2.21 0.47
C -4.88 -0.37 3.57
H -0.29 -0.07 2.35
C 2.26 -1.32 -1.75
C 3.61 -1.41 -0.95
C 0.66 -0.43 0.00
H 1.64 1.21 -1.74
H -3.19 -2.20 1.30
C -2.59 0.24 3.78
H 4.27 -1.92 -1.55
O -1.87 0.83 -2.17
C 2.04 -0.34 -2.88
H 4.88 0.25 -1.58
H 3.57 0.85 -0.70
H -1.36 1.56 0.92
H -0.52 -1.59 2.14
O 2.35 -0.65 -4.03
H 3.55 -1.56 1.22
C 1.16 1.92 -3.71
C -0.82 -0.33 0.31
N 1.09 -1.42 -0.78
C -2.11 3.03 -1.15
H -5.44 -1.93 2.12
C -2.30 -0.55 2.60
H 0.08 1.90 -3.63
C -4.61 -1.26 2.56
H 1.49 2.89 -3.28
N -1.37 1.02 0.03
C 3.86 -2.18 0.37
H 3.56 -3.19 0.48
H 2.27 -2.30 -2.29
H -3.16 3.18 -1.29
C -1.79 1.49 -1.11
H -1.86 1.01 4.00
H 4.90 0.01 0.17
O 1.42 0.52 0.38
H -5.88 -0.32 3.95
H -1.38 -1.07 -0.30
C -3.89 0.37 4.28
N 1.59 0.96 -2.68
C -3.27 -1.46 2.08
H -1.60 3.59 -1.98
H 0.44 -2.19 -0.84
H -1.99 3.52 -0.15
C -0.97 -0.68 1.86

Output
HOMO level = -9.102 eV
Relative energy (zero: lowest compared OMol25 entry of this formula, charge and spin) = 401.5 kJ/mol
HOMO-LUMO gap = 9.6 eV
Spin multiplicity = 1
LUMO level = 0.487 eV


# 3
C17H25N3O4S | ωB97M-V with the def2-TZVPD basis set

CARTESIAN COORDINATES (ANGSTROEM)
H 6.10 2.18 2.16
H -4.18 2.33 -0.20
C 0.88 -2.16 -0.20
C 2.63 -3.50 0.80
C 3.58 -2.59 0.37
O -7.13 0.76 -0.50
H -2.46 0.36 -1.67
C -4.82 1.49 -0.48
C -0.58 -2.01 -0.48
H -6.90 -0.17 1.32
H 6.51 1.10 0.82
C 5.43 2.87 0.19
O 4.07 0.06 -2.29
N 3.86 1.04 0.02
N -1.00 -0.74 -0.70
C -3.06 0.03 0.40
H -5.23 -1.07 -1.08
H 0.53 -3.98 0.83
C 5.76 1.78 1.22
S 4.36 -0.27 -0.92
O 5.68 -0.72 -0.59
N -4.47 0.33 0.33
H -4.70 1.29 -1.56
H -6.61 2.67 -0.83
H 4.63 -2.72 0.57
H 3.31 3.01 -0.36
H 4.57 -0.02 1.66
H 5.21 3.82 0.69
C 4.44 1.01 1.35
C 1.84 -1.25 -0.64
C 1.29 -3.28 0.52
C 3.17 -1.48 -0.35
H -6.38 2.11 0.86
H -2.87 -1.33 -1.28
H -0.36 0.03 -0.54
C -6.28 1.84 -0.20
C -2.39 -0.42 -0.91
H 4.31 2.24 -1.61
H -7.46 -1.17 -0.05
H 2.93 -4.37 1.36
H -5.06 -1.64 0.60
C -6.78 -0.38 0.25
H -2.94 -0.77 1.14
H 3.75 1.52 2.04
H 6.25 3.03 -0.50
H 1.60 -0.39 -1.25
H -2.55 0.92 0.78
C 4.17 2.35 -0.54
O -1.33 -2.96 -0.51
C -5.33 -0.79 -0.02

Output
HOMO level = -8.563 eV
Relative energy (zero: lowest compared OMol25 entry of this formula, charge and spin) = 243.8 kJ/mol
HOMO-LUMO gap = 8.9 eV
Spin multiplicity = 1
LUMO level = 0.374 eV


# 4
C17H25N4O9P2Pm | ωB97M-V with the def2-TZVPD basis set

CARTESIAN COORDINATES (ANGSTROEM)
H -0.34 0.84 -4.72
H 1.04 -4.28 4.31
H 0.83 3.05 -4.97
H 1.55 2.97 3.46
H -3.00 3.91 1.12
H -2.94 -3.33 -2.40
O 1.48 -6.61 4.43
H -3.99 -0.70 -3.51
C 1.37 -4.18 0.42
P 1.91 2.30 1.18
C -3.64 -0.26 -2.56
H -2.98 0.21 1.52
C 0.03 1.36 -3.83
C 1.81 -5.29 1.13
C 1.11 -4.25 3.23
H 2.38 4.31 2.58
H 1.70 4.15 -2.88
C 1.58 -5.35 2.51
H 1.50 4.25 -0.31
O 0.44 -2.00 0.39
C 3.75 2.23 1.07
C 0.74 -3.09 2.54
C 0.80 -3.05 1.08
Pm 0.00 0.15 0.85
N 0.45 -1.96 3.38
O 2.17 -7.59 2.58
C -2.41 -2.83 -1.57
H 0.61 4.03 2.37
H 4.12 1.43 1.73
C 0.70 2.57 -4.00
H -2.38 -0.57 -0.42
C 1.81 3.21 -0.46
O 0.77 -3.64 -1.82
O -2.12 -0.11 1.17
O 0.44 -2.12 4.60
O -2.66 4.73 0.71
H -4.49 -0.31 -1.85
H 4.02 1.98 0.03
C 1.20 3.17 -2.86
C 1.59 3.54 2.52
H 0.13 -1.43 -2.19
H -0.76 -1.05 -3.64
H -1.43 -3.31 -1.43
H 4.21 3.20 1.32
C -0.63 -0.72 -2.59
C -0.05 0.71 -2.60
P -2.22 -1.05 -1.78
H 2.86 3.33 -0.80
H -3.44 0.80 -2.74
C 1.10 2.51 -1.63
H -3.00 -2.96 -0.65
N 1.74 -6.60 3.21
H -2.60 4.56 -0.24
O 2.65 -4.67 -1.44
N 1.59 -4.15 -1.04
O 0.20 -0.78 2.89
H 2.29 -6.11 0.62
N 0.45 1.31 -1.48

Output
HOMO level (alpha / beta) = -15.065 / -15.074 eV
Expectation value of S² = 6.005
HOMO-LUMO gap (alpha / beta) = 7.7 / 7.7 eV
Spin multiplicity = 5
LUMO level (alpha / beta) = -7.413 / -7.389 eV
Total charge = +2


# 5
C17H26AlIO2P2 | ωB97M-V with the def2-TZVPD basis set

CARTESIAN COORDINATES (ANGSTROEM)
H -1.02 -1.77 -3.56
H -2.76 1.68 4.11
C 0.09 2.78 0.88
H 4.34 1.37 0.52
H 0.79 -1.84 -3.45
C -3.23 1.69 0.55
H 3.16 1.89 1.72
H -4.39 -0.98 1.28
H 0.02 -0.23 -4.06
H 1.50 2.11 6.81
C -0.62 1.94 2.71
C -0.09 -1.15 -3.35
H 2.60 -2.20 1.23
Al -0.25 -0.18 0.61
H -2.85 -1.97 1.37
C -0.14 -0.83 -1.84
C -3.29 -0.97 1.45
H -2.85 -1.49 -1.64
H -2.78 2.16 1.44
H -4.28 1.51 0.78
C 3.28 1.55 0.69
H 3.00 2.38 0.05
H -4.28 -0.39 -1.46
H 2.63 0.39 -2.04
C -3.17 -0.45 -1.44
P 2.34 0.04 0.37
P -2.53 0.08 0.20
I -0.04 -3.08 -0.92
C -0.28 1.62 1.47
H -2.86 1.55 6.65
H 2.99 -0.98 2.45
H 4.07 -0.25 -1.26
H 1.55 2.29 4.27
H 2.70 -1.33 -1.63
H -3.06 -0.55 2.44
O 0.38 3.70 0.21
C 0.58 1.92 6.21
C 3.10 -1.24 1.40
C 2.98 -0.33 -1.29
C -0.65 1.56 6.84
C -1.87 1.70 4.76
H -0.68 1.46 7.92
O -0.30 0.41 -1.30
H -3.14 2.41 -0.27
H 4.17 -1.35 1.19
C -0.61 1.87 4.08
H -2.77 0.19 -2.24
C 0.63 2.04 4.82
C -1.89 1.59 6.14

Output
HOMO level (alpha / beta) = -12.583 / -13.461 eV
Relative energy (zero: lowest compared OMol25 entry of this formula, charge and spin) = 121.8 kJ/mol
HOMO-LUMO gap (alpha / beta) = 4.8 / 5.8 eV
Spin multiplicity = 1
LUMO level (alpha / beta) = -7.814 / -7.640 eV
Total charge = +2


# 6
C17H26AuF6N3OPSSb | ωB97M-V with the def2-TZVPD basis set

CARTESIAN COORDINATES (ANGSTROEM)
H -1.89 4.19 -3.58
H -1.47 2.28 2.34
H 4.44 -1.35 2.57
C 0.24 4.46 -3.49
H -1.89 -3.63 -2.23
N -2.14 -4.16 -1.38
H -2.01 2.98 -1.46
C 3.53 -1.09 3.11
C 3.48 -1.14 4.49
H 0.28 5.01 -4.42
N 1.26 -0.38 3.02
H 4.35 -1.43 5.06
H -1.17 -2.39 1.38
Sb -0.12 -0.41 -3.35
H 2.19 -0.82 6.19
H 1.56 3.88 1.53
C -0.99 4.01 -3.02
F -0.91 0.28 -1.50
C 2.29 -0.80 5.11
F 0.87 1.17 -3.36
C -2.43 -2.02 -0.20
S 2.51 -0.70 0.65
H 2.28 3.38 -1.03
P 0.04 2.39 0.50
N -1.06 -2.13 0.40
F 0.56 -1.15 -4.89
H 0.64 -3.36 0.41
C -3.08 -3.35 -0.54
H -3.07 -1.49 0.51
F -1.16 -1.95 -2.93
H -2.34 2.54 0.81
H 1.34 2.40 2.50
H -2.59 -5.02 -1.68
C -0.90 -4.45 -0.59
F 1.16 -1.13 -2.16
C 0.13 3.10 -1.09
H -4.00 -3.18 -1.10
C 1.37 3.55 -1.58
H -0.25 -5.08 -1.19
H -2.36 -1.41 -1.10
C 1.41 4.24 -2.77
H -1.45 3.88 1.57
H 0.22 -2.71 -1.16
H 0.24 -0.14 4.78
C 1.48 2.79 1.49
C -1.05 3.33 -1.82
H 2.36 4.60 -3.15
C -0.20 -3.15 -0.26
H -1.21 -5.01 0.29
H 2.39 2.38 1.05
C -1.46 2.80 1.39
C 1.19 -0.42 4.35
O 0.11 0.05 2.44
Au -0.21 0.03 0.41
F -1.64 0.42 -4.01
C 2.42 -0.71 2.33
H -3.31 -3.95 0.34

Output
HOMO level (alpha / beta) = -17.564 / -17.565 eV
Expectation value of S² = 0.779
Relative energy (zero: lowest compared OMol25 entry of this formula, charge and spin) = 27.0 kJ/mol
HOMO-LUMO gap (alpha / beta) = 6.5 / 5.5 eV
Spin multiplicity = 2
LUMO level (alpha / beta) = -11.049 / -12.095 eV
Total charge = +3


# 7
C17H26BFeN8OS3 | ωB97M-V with the def2-TZVPD basis set

CARTESIAN COORDINATES (ANGSTROEM)
C -1.35 -3.28 -1.90
N -1.58 3.87 0.45
C 1.09 -2.94 4.00
H 4.84 -3.63 1.34
C -1.69 0.63 -3.80
H 4.92 -2.07 0.52
H 0.51 -3.97 2.19
C 0.09 1.70 -3.11
H 0.03 -5.01 -1.89
H -0.66 2.00 -5.18
H -2.57 5.63 1.04
H -2.53 0.23 -4.32
H 0.55 -2.01 3.81
H 3.74 -2.53 3.31
H -1.97 3.18 1.06
C -3.58 -0.22 0.33
B -2.12 -0.82 -1.72
H -3.17 4.91 -0.47
H -0.98 6.86 -0.22
H -1.52 6.07 -1.70
N -1.13 -1.99 -1.63
H -2.32 -3.63 -2.16
C 0.76 -2.98 -1.39
C -3.37 0.30 1.59
H 0.86 5.29 -0.90
H 1.82 -3.07 -1.21
H -3.12 -1.15 -2.24
H 5.85 -2.34 1.99
S 3.65 0.94 -1.63
H 0.46 -3.59 4.61
H -4.10 0.50 2.35
C 1.41 -3.60 2.68
S 2.17 -2.46 1.44
N -0.06 5.01 -0.63
C -0.15 -3.96 -1.75
C -0.29 3.90 0.08
N -0.34 0.94 -2.11
H -1.39 0.92 2.45
O 1.33 -1.21 1.51
H 2.11 -4.43 2.79
N -1.43 0.13 0.51
H -4.49 -0.53 -0.14
H 1.99 -2.72 4.57
C 3.74 -2.06 2.33
C 4.91 -2.55 1.49
C 2.67 0.10 -0.80
N 0.16 -1.80 -1.32
C -2.27 5.11 0.13
C -1.21 5.90 -0.67
C -0.75 1.55 -4.22
N -2.40 -0.31 -0.29
H 0.94 2.34 -2.99
Fe 0.68 0.21 -0.19
S 0.91 2.79 0.46
N -1.43 0.29 -2.53
C -1.99 0.51 1.65
H 3.77 -0.97 2.45

Output
HOMO level (alpha / beta) = -11.353 / -11.344 eV
Expectation value of S² = 6.031
Relative energy (zero: lowest compared OMol25 entry of this formula, charge and spin) = 255.2 kJ/mol
HOMO-LUMO gap (alpha / beta) = 7.6 / 7.3 eV
Spin multiplicity = 5
LUMO level (alpha / beta) = -3.779 / -4.076 eV
Total charge = +1


# 8
C17H26GeN3O7STa | ωB97M-V with the def2-TZVPD basis set

CARTESIAN COORDINATES (ANGSTROEM)
H -2.13 -4.23 1.34
H 0.49 -2.82 -1.91
Ge -1.51 -1.87 2.23
C 3.87 -2.96 -2.24
H 4.70 -3.64 -2.30
C 2.56 -3.42 -2.11
H -2.42 2.37 2.30
N 1.72 -1.18 -2.11
C -2.00 1.27 -2.08
H -3.51 -0.24 2.13
O 0.72 -0.38 -2.02
C -3.14 -0.53 -2.16
O 4.39 0.53 0.32
H -1.92 3.20 0.80
H -0.58 -1.79 4.67
N -2.13 0.11 -1.51
O 0.06 5.16 -0.58
O 2.06 2.74 1.19
H -3.04 -0.78 0.52
S 3.24 1.03 -2.05
H -4.42 0.13 -3.86
O 2.14 0.32 0.24
H 2.13 4.82 0.99
H 0.84 -2.12 1.21
C 1.52 -2.53 -2.04
N -2.90 1.43 -3.09
H -4.02 -1.83 1.56
H 4.30 -0.43 0.33
H 0.77 4.12 1.91
H -2.34 -1.62 4.69
H -1.28 2.01 -1.81
C -3.64 0.28 -3.15
H -1.32 -0.25 4.26
H -2.72 -4.07 2.98
H -3.46 -1.51 -1.88
C 3.17 1.05 -0.14
O -1.27 1.29 1.02
C 3.11 2.54 0.27
H -2.99 2.23 -3.68
C 4.08 -1.58 -2.24
H -1.03 -4.43 2.69
H 5.07 -1.15 -2.28
H 2.35 -4.48 -2.06
C 0.47 4.05 -0.25
C -3.21 -1.11 1.54
O 0.24 2.94 -0.78
H 2.98 3.16 -0.62
C -2.24 2.23 1.23
C -1.88 -3.86 2.33
C 0.00 -1.44 1.14
C 3.01 -0.71 -2.18
H 4.08 2.78 0.74
C -1.43 -1.33 4.17
Ta 0.27 0.53 0.51
C 1.40 4.00 1.03
H -3.18 1.93 0.75

Output
HOMO level (alpha / beta) = -2.843 / -3.779 eV
Expectation value of S² = 0.770
Relative energy (zero: lowest compared OMol25 entry of this formula, charge and spin) = 486.9 kJ/mol
HOMO-LUMO gap (alpha / beta) = 5.4 / 6.3 eV
Spin multiplicity = 2
LUMO level (alpha / beta) = 2.517 / 2.528 eV
Total charge = -1


Q: What is the spin multiplicity in the second record?
A: 1


Q: What is the spin multiplicity in the third record?
A: 1


Q: spin multiplicity of number 5 (C17H26AlIO2P2)?
A: 1


Q: Which value of spin multiplicity does entry 5 give?
A: 1